Record 1
ORCA calculation (the ωB97M-V functional and the def2-TZVPD basis) on an isolated ion of composition C7H11N2Si and charge +1 in a non-equilibrium geometry.

Values from the calculation:
gap between HOMO and LUMO	0.3071	Eh
E_HOMO	-0.4611	Ha
charge	+1
SMILES	NC(=[NH2+])[SiH2]c1ccccc1
molecular weight	151.27	g/mol

CARTESIAN COORDINATES (ANGSTROEM)
1 N 2.70265 -1.08253 -0.65628
2 C 2.18411 -0.13826 0.08262
3 N 2.23273 -0.43474 1.52550
4 Si 1.17840 1.52508 -0.39657
5 C -0.43541 0.62056 -0.20990
6 C -1.06751 0.04559 -1.33968
7 C -2.33997 -0.54025 -1.30948
8 C -3.08159 -0.51246 -0.15304
9 C -2.54380 0.09538 0.95375
10 C -1.21118 0.62986 0.94958
11 H 2.88277 -1.98444 -0.24234
12 H 2.75988 -0.99498 -1.61538
13 H 3.10830 -0.87290 1.86226
14 H 1.84037 0.18790 2.15339
15 H 1.57354 2.18295 -1.74163
16 H 1.21372 2.50541 0.81107
17 H -0.46458 -0.08304 -2.25651
18 H -2.80865 -0.99474 -2.13729
19 H -3.88728 -1.32563 -0.01853
20 H -3.10653 0.31724 1.85638
21 H -0.72999 0.85399 1.88207

Record 2
ORCA calculation (the ωB97M-V functional and the def2-TZVPD basis) on C33H56F6IN2O5Si3Ti as an isolated structure.

Values from the calculation:
gap between HOMO and LUMO	0.3161	Eh
E_HOMO	-0.4257	Ha
charge	+1
molecular weight	933.84	g/mol

CARTESIAN COORDINATES (ANGSTROEM)
1 Ti 0.95908 -0.91250 0.55445
2 C -1.12287 0.98558 4.88262
3 Si 0.17599 0.79198 3.54635
4 C -0.15477 2.21090 2.36349
5 C 1.77646 0.99808 4.51661
6 C 0.11978 -0.84554 2.54604
7 C 1.02934 -1.95366 2.91339
8 C 1.45919 -2.40055 4.16623
9 C 2.27828 -3.50740 4.22243
10 C 2.68521 -4.14873 3.04870
11 C 2.25304 -3.64705 1.84676
12 N 1.43858 -2.58156 1.79558
13 Si -1.63946 -1.64695 2.64058
14 C -1.62143 -3.38181 1.91129
15 C -2.21280 -1.97115 4.39753
16 C -2.88736 -0.52970 1.83404
17 H -0.90045 1.94958 5.35183
18 H -1.09231 0.22845 5.66520
19 H -2.14002 1.04802 4.49384
20 H 0.40130 3.10707 2.65237
21 H -1.21559 2.46520 2.41683
22 H 0.06256 1.99525 1.31640
23 H 1.60888 1.86554 5.16223
24 H 2.68912 1.18490 3.95988
25 H 1.97942 0.15398 5.17671
26 H 1.12604 -1.89961 5.06381
27 H 2.60636 -3.88690 5.18180
28 H 3.32188 -5.02065 3.07808
29 H 2.53276 -4.09124 0.90084
30 H -1.56193 -4.09488 2.73779
31 H -0.82560 -3.62411 1.21499
32 H -2.57248 -3.55979 1.40057
33 H -1.44654 -2.40847 5.04252
34 H -3.00149 -2.72439 4.29566
35 H -2.64678 -1.11341 4.90078
36 H -2.83377 -0.54241 0.74724
37 H -2.75778 0.50736 2.15756
38 H -3.89071 -0.84378 2.13728
39 I -0.88349 -3.22753 -1.67755
40 C 1.16279 -3.03467 -1.93684
41 C 1.76268 -3.63801 -3.03002
42 C 3.13981 -3.57386 -3.15117
43 C 3.87136 -2.93721 -2.16195
44 C 3.19235 -2.35032 -1.11526
45 N 1.85383 -2.36374 -1.00556
46 H 1.15605 -4.15249 -3.76057
47 H 3.63362 -4.03016 -3.99889
48 H 4.94969 -2.88138 -2.19737
49 H 3.72564 -1.84161 -0.32967
50 C -2.52147 3.89111 -0.09492
51 C -1.56958 3.51179 -1.21974
52 C -2.27325 3.60804 -2.56427
53 C -0.32904 4.39151 -1.19516
54 O -1.10905 2.16881 -0.95931
55 Si -1.23637 0.67206 -1.54820
56 O -0.24769 -0.17406 -0.48702
57 O -0.76432 0.47504 -3.07724
58 C 0.38783 0.56863 -3.93186
59 C 1.65055 0.44783 -3.10118
60 C 0.35958 1.90178 -4.66106
61 C 0.26163 -0.58242 -4.91804
62 O -2.67104 -0.03991 -1.39364
63 C -3.95776 -0.18469 -2.02733
64 C -4.94727 0.70309 -1.28857
65 C -4.34737 -1.64699 -1.85818
66 C -3.87531 0.17313 -3.50269
67 H -2.97386 4.86408 -0.29274
68 H -1.99176 3.94579 0.85536
69 H -3.31806 3.15119 -0.00763
70 H -2.47539 4.65387 -2.79995
71 H -3.22835 3.08443 -2.54857
72 H -1.65989 3.19393 -3.36086
73 H -0.60312 5.44353 -1.28473
74 H 0.34104 4.13942 -2.01927
75 H 0.20430 4.25284 -0.25339
76 H 1.67162 1.22307 -2.33426
77 H 2.53740 0.56500 -3.72591
78 H 1.70166 -0.52566 -2.61434
79 H 0.48734 2.72954 -3.96277
80 H -0.58426 2.02724 -5.19321
81 H 1.17107 1.94795 -5.38879
82 H 0.23132 -1.53237 -4.38084
83 H 1.10783 -0.59564 -5.60695
84 H -0.65651 -0.48534 -5.49820
85 H -5.00327 0.41879 -0.23684
86 H -5.94154 0.60922 -1.72718
87 H -4.65049 1.74881 -1.34592
88 H -4.28556 -1.93234 -0.80638
89 H -3.69025 -2.28751 -2.44852
90 H -5.37048 -1.81216 -2.19796
91 H -3.61348 1.22225 -3.64414
92 H -4.84282 -0.00224 -3.97575
93 H -3.12436 -0.43735 -4.00390
94 C 3.03681 2.26237 1.29370
95 C 3.50572 0.94911 0.69078
96 O 2.43233 0.12412 0.35741
97 C 4.32034 1.27308 -0.59210
98 F 4.49948 0.20550 -1.37978
99 F 3.70523 2.20322 -1.32804
100 F 5.52454 1.74899 -0.25651
101 C 4.41109 0.16567 1.68000
102 F 3.65436 -0.47968 2.58079
103 F 5.24245 0.96140 2.34652
104 F 5.14530 -0.77108 1.05337
105 H 2.42213 2.78576 0.56519
106 H 3.87734 2.89223 1.57844
107 H 2.42921 2.05955 2.16678

> Which of these has the highest E_HOMO?

C33H56F6IN2O5Si3Ti

> E_HOMO of number 1 (C7H11N2Si)?

-0.4611 Ha

> What is the formula in the first record?

C7H11N2Si